1.
A molecular structure, C28H25FeINO5P, computed with wB97M-V/def2-TZVPD.

Cartesian coordinates (Å):
Fe -1.60620 0.04716 0.18717
O -3.52250 0.95009 0.80600
C -4.67480 0.08307 0.62424
C -4.87460 -0.20879 -0.85070
N -3.69816 -0.85869 -1.39632
C -3.57939 -2.28687 -1.19953
C -2.19296 -2.65041 -0.67250
O -1.58321 -3.62996 -0.98907
O -1.73768 -1.75428 0.21252
C -3.20581 -0.33551 -2.65455
C -2.48321 0.99468 -2.44566
O -2.61076 1.94202 -3.17056
O -1.68563 1.00274 -1.37743
H -3.68010 1.78698 0.34675
H -5.54963 0.54526 1.08151
H -4.42794 -0.82330 1.17584
H -5.02783 0.73455 -1.38334
H -5.79366 -0.79250 -0.98517
H -3.77362 -2.87282 -2.10094
H -4.29804 -2.60501 -0.44034
H -3.98755 -0.18461 -3.40394
H -2.47909 -1.04186 -3.06562
I -1.25655 0.97650 2.72482
C 0.60134 0.44266 3.56633
C 0.49342 0.39818 4.92934
C 1.62454 0.17335 5.73450
C 2.83450 0.02976 5.13481
C 2.96573 0.06844 3.72509
C 4.26395 -0.06993 3.18075
C 4.47061 -0.03810 1.83710
C 3.36207 0.09637 0.98939
C 2.07294 0.21374 1.45878
P 0.87452 0.28985 0.08149
C 1.25180 -1.11393 -0.99202
C 0.77134 -1.09108 -2.30444
C 0.89988 -2.21230 -3.10660
C 1.48714 -3.36500 -2.60322
C 1.94462 -3.39743 -1.29575
C 1.82568 -2.27700 -0.48712
C 1.29167 1.81753 -0.79629
C 2.20001 1.85338 -1.85030
C 2.51162 3.06381 -2.45301
C 1.92664 4.23745 -2.00348
C 1.02930 4.20741 -0.94471
C 0.71082 3.00134 -0.34550
C 1.83217 0.24556 2.87169
H -0.46521 0.54741 5.40717
H 1.51886 0.13841 6.80961
H 3.72967 -0.11644 5.72562
H 5.09341 -0.19238 3.86582
H 5.46337 -0.13161 1.41950
H 3.53447 0.08711 -0.07971
H 0.30493 -0.19504 -2.69701
H 0.53939 -2.18813 -4.12669
H 1.57952 -4.24180 -3.22992
H 2.38894 -4.29991 -0.89830
H 2.17560 -2.31583 0.53649
H 2.66355 0.94353 -2.20893
H 3.21397 3.08712 -3.27555
H 2.16818 5.17809 -2.48010
H 0.57134 5.12236 -0.59388
H 0.00263 2.98455 0.47591

Summary:
- LUMO energy (alpha / beta): -2.934 / -4.221 eV
- Net charge: +1
- HOMO (alpha / beta): -11.24 / -11.45 eV
- 2S+1: 6
- Molar mass: 669.23 g/mol
- Expectation value of S²: 8.76

Atom charges from the Löwdin analysis, given in e for atoms 1 to 8: atom 1 (Fe): 0.655, atom 2 (O): -0.239, atom 3 (C): -0.153, atom 4 (C): -0.141, atom 5 (N): -0.187, atom 6 (C): -0.072, atom 7 (C): -0.538, atom 8 (O): 0.135

---

2.
A gas-phase ion, C4H9N2 (charge +1), computed with wB97M-V/def2-TZVPD.

Cartesian coordinates (Å):
C -2.11277 -0.00092 -0.18048
C -1.50378 1.23528 0.35368
C -0.65076 0.14766 -0.37911
C 1.79778 -0.19839 -0.15625
N -3.12511 -0.65730 0.02172
N 0.42068 -0.62583 0.33164
H -1.73112 2.19731 0.02289
H -1.35987 1.27292 1.44820
H -0.34732 0.32458 -1.44549
H 1.77442 -0.18111 -1.29889
H 1.97185 0.80897 0.05372
H 2.65321 -0.92835 0.15964
H -3.29334 -1.50234 -0.58122
H 0.56265 -0.37600 1.29186
H 0.31460 -1.59246 0.08206

Summary:
- LUMO energy: -3.564 eV
- Net charge: +1
- HOMO: -13.55 eV
- SMILES: [H]/N=C1/C[C@H]1[NH2+]C
- Molar mass: 85.13 g/mol

Atom charges from the Löwdin analysis, given in e for atoms 1 to 8: atom 1 (C): -0.338, atom 2 (C): 0.017, atom 3 (C): -0.156, atom 4 (C): 0.005, atom 5 (N): 0.199, atom 6 (N): 0.067, atom 7 (H): 0.097, atom 8 (H): 0.132

---

3.
A gas-phase ion, C5H10N2O (charge -1), computed with wB97M-V/def2-TZVPD.

Cartesian coordinates (Å):
O 2.01854 -1.56277 1.78607
C 1.58734 -0.75328 0.96747
C 0.42448 -1.16499 0.03065
C -0.71192 -0.12991 0.18847
C -0.49344 1.21356 -0.44890
C -1.13444 1.44461 -1.63678
N 0.32911 2.21059 0.13612
N -0.24995 -2.41720 0.30047
H 2.05402 0.38176 1.09344
H 0.79512 -1.28076 -1.03107
H -1.53213 -0.63927 -0.29766
H -0.97297 -0.11421 1.22484
H -1.68148 0.74371 -2.09327
H -1.05807 2.43320 -1.98853
H 0.18957 2.42367 1.15973
H 0.43596 3.04663 -0.39760
H 0.05997 -3.20091 -0.25481
H -0.05973 -2.63444 1.26136

Summary:
- LUMO energy (alpha / beta): 4.108 / 3.866 eV
- Net charge: -1
- HOMO (alpha / beta): 0.91 / -3.39 eV
- 2S+1: 2
- Molar mass: 114.15 g/mol
- Expectation value of S²: 0.75

Atom charges from the Löwdin analysis, given in e for atoms 1 to 8: atom 1 (O): -0.216, atom 2 (C): -0.434, atom 3 (C): -0.432, atom 4 (C): -0.197, atom 5 (C): -0.394, atom 6 (C): -0.001, atom 7 (N): 0.051, atom 8 (N): 0.004

---

4.
A single C17H21ClNO3P molecule, computed with wB97M-V/def2-TZVPD.

Cartesian coordinates (Å):
C -3.40845 0.03954 2.39912
C -2.32601 -0.82556 1.80339
O -1.07533 -0.47288 2.44540
P 0.40081 -0.45956 1.82778
C 1.08822 -2.02158 2.65076
C 0.78648 -3.13742 1.73825
N 0.61012 -4.08452 1.06730
O 0.55112 -0.37897 0.35091
O 1.08818 0.78318 2.62186
C 0.32128 2.04118 2.69741
C 1.29039 3.18870 2.92662
H -4.35990 -0.30687 2.01516
H -3.44370 -0.02849 3.49032
H -3.27852 1.07898 2.09899
H -2.51601 -1.88842 1.99786
H -2.22608 -0.66104 0.72212
H 0.38025 -1.95155 3.51491
H -0.22385 2.19304 1.74682
H -0.40491 1.98054 3.52616
H 0.72862 4.10128 3.15642
H 1.97528 2.98487 3.75725
H 1.86936 3.37757 2.01122
Cl 6.49787 -1.72833 -1.27879
C 5.28505 -1.84856 -0.07795
C 4.98629 -0.70799 0.69570
C 4.08211 -0.83959 1.74181
C 3.49829 -2.06642 2.00238
C 2.51353 -2.19532 3.17394
C 2.60669 -3.60213 3.84897
C 2.28987 -3.39683 5.33429
C 2.58812 -1.92168 5.51977
C 2.76693 -1.26648 4.34800
C 3.72911 -3.18437 1.17864
C 4.61323 -3.07438 0.10505
H 5.48827 0.24420 0.53315
H 3.78543 0.00882 2.35700
H 2.03262 -4.37644 3.34477
H 3.65939 -3.87951 3.79764
H 1.29007 -3.72289 5.65801
H 3.01724 -4.00255 5.87737
H 2.59933 -1.48338 6.51367
H 3.00708 -0.21437 4.18017
H 3.19325 -4.11661 1.34537
H 4.82531 -3.93998 -0.53200

Summary:
- LUMO energy: 0.588 eV
- HOMO: -8.78 eV
- SMILES: CCOP(=O)(OCC)[C@@H](C#N)[C@@]1(c2ccc(Cl)cc2)C=CCC1
- Molar mass: 353.79 g/mol

Atom charges from the Löwdin analysis, given in e for atoms 1 to 8: atom 1 (C): -0.075, atom 2 (C): -0.240, atom 3 (O): -0.241, atom 4 (P): 0.576, atom 5 (C): -0.217, atom 6 (C): -0.224, atom 7 (N): 0.188, atom 8 (O): -0.254

---

> molar mass of number 4 (C17H21ClNO3P)?

353.79 g/mol

---

> Number 4 is which compound?

C17H21ClNO3P